{
  "formula": "C2H4BrNO3",
  "method": "ωB97M-V/def2-TZVPD",
  "symbols": ["C", "C", "N", "O", "O", "O", "Br", "H", "H", "H", "H"],
  "positions_angstrom": [[-1.12, 0.62, -0.41], [0.20, 0.21, 0.23], [0.89, -1.09, -0.25], [0.87, -1.26, -1.43], [1.42, -1.78, 0.58], [-0.07, 0.25, 1.55], [1.71, 1.47, -0.17], [-1.36, 1.62, -0.67], [-1.14, 0.19, -1.44], [-1.94, 0.14, 0.09], [0.52, -0.38, 1.93]],
  "orbital_gap_ev": 10.30,
  "lumo_ev": -0.474,
  "total_charge": 0,
  "relative_energy_kcal_mol": 13.5,
  "smiles": "C[C@](O)(Br)[N+](=O)[O-]"
}



{
  "formula": "C2H4BrOP",
  "method": "ωB97M-V/def2-TZVPD",
  "symbols": ["C", "C", "O", "P", "Br", "H", "H", "H", "H"],
  "positions_angstrom": [[0.44, 0.77, -0.10], [-0.12, -0.89, 0.81], [0.28, 0.58, -2.81], [-0.58, 0.92, -1.65], [-2.15, -0.68, 1.21], [0.18, 1.47, 0.71], [1.45, 0.52, -0.14], [0.31, -1.05, 1.78], [0.21, -1.63, 0.19]],
  "orbital_gap_ev": 8.67,
  "lumo_ev": -0.949,
  "total_charge": 0,
  "relative_energy_kcal_mol": 49.8
}



{
  "formula": "C2H4Cl2NO3P",
  "method": "ωB97M-V/def2-TZVPD",
  "symbols": ["C", "C", "N", "O", "O", "O", "P", "Cl", "Cl", "H", "H", "H", "H"],
  "positions_angstrom": [[-0.91, -0.36, 0.11], [0.56, -0.54, 0.31], [1.38, 0.35, 0.64], [2.41, 0.89, -1.57], [4.00, 1.12, 0.44], [3.25, -1.28, -0.57], [3.11, 0.26, -0.41], [0.97, 1.93, 0.82], [-12.06, 0.07, 0.17], [-1.21, -1.25, -0.36], [-1.53, -0.14, 1.02], [-1.02, 0.50, -0.52], [1.05, -1.53, -0.06]],
  "orbital_gap_ev": 6.87,
  "lumo_ev": 4.421,
  "total_charge": -2,
  "relative_energy_kcal_mol": 2.4
}



{
  "formula": "C2H4Cl2O2Si",
  "method": "ωB97M-V/def2-TZVPD",
  "symbols": ["C", "C", "O", "O", "Si", "Cl", "Cl", "H", "H", "H", "H"],
  "positions_angstrom": [[-0.46, -0.29, 0.28], [-0.90, -0.42, 1.70], [0.65, 0.42, 0.11], [-1.01, -0.74, -0.69], [1.13, 0.58, -1.49], [-0.23, 1.60, -2.54], [1.60, -1.18, -2.29], [-0.08, -0.19, 2.37], [-1.28, -1.43, 1.88], [-1.72, 0.27, 1.88], [2.30, 1.39, -1.23]],
  "orbital_gap_ev": 11.44,
  "lumo_ev": 0.707,
  "total_charge": 0,
  "relative_energy_kcal_mol": 0.0,
  "smiles": "CC(=O)O[SiH](Cl)Cl"
}



{
  "formula": "C2H4Cl3NO",
  "method": "ωB97M-V/def2-TZVPD",
  "symbols": ["C", "C", "N", "O", "Cl", "Cl", "Cl", "H", "H", "H", "H"],
  "positions_angstrom": [[1.00, -0.78, 0.17], [-2.60, 1.26, 0.39], [-1.46, 1.80, 0.31], [0.86, -0.44, -0.93], [-0.85, -4.34, 0.39], [-3.99, 2.22, 0.67], [-2.94, -0.39, 0.20], [2.06, -0.68, 0.64], [0.06, -0.82, 0.83], [-0.59, 1.42, 0.02], [-1.49, -3.19, 0.32]],
  "orbital_gap_ev": 10.90,
  "lumo_ev": 0.386,
  "total_charge": 0,
  "relative_energy_kcal_mol": 29.1,
  "smiles": "N=C(Cl)Cl.C=O.Cl"
}



{
  "formula": "C2H4Cl3NO",
  "method": "ωB97M-V/def2-TZVPD",
  "symbols": ["C", "C", "N", "O", "Cl", "Cl", "Cl", "H", "H", "H", "H"],
  "positions_angstrom": [[-1.27, 0.93, -1.23], [0.10, -1.48, 0.88], [0.18, -1.79, -0.34], [-0.79, 1.61, -0.35], [2.41, 1.72, 0.93], [-1.41, -1.05, 1.48], [1.44, -1.36, 2.03], [-2.38, 0.85, -1.31], [-0.64, 0.40, -2.06], [1.09, -1.71, -0.66], [1.27, 1.88, 0.64]],
  "orbital_gap_ev": 11.02,
  "lumo_ev": 0.492,
  "total_charge": 0,
  "relative_energy_kcal_mol": 22.7,
  "smiles": "N=C(Cl)Cl.C=O.Cl"
}



{
  "formula": "C2H4ClF",
  "method": "ωB97M-V/def2-TZVPD",
  "symbols": ["C", "C", "F", "Cl", "H", "H", "H", "H"],
  "positions_angstrom": [[-0.62, 1.04, 1.50], [0.83, -1.36, -1.69], [-1.45, 1.86, 0.85], [-0.38, -0.54, -0.93], [0.34, 1.48, 1.84], [-1.07, 0.73, 2.41], [0.77, -2.40, -1.73], [1.58, -0.81, -2.24]],
  "orbital_gap_ev": [9.18, 8.44],
  "lumo_ev": [0.111, 0.186],
  "total_charge": 0,
  "relative_energy_kcal_mol": 108.9
}



{
  "formula": "C2H4ClN",
  "method": "ωB97M-V/def2-TZVPD",
  "symbols": ["C", "C", "N", "Cl", "H", "H", "H", "H"],
  "positions_angstrom": [[0.30, 0.53, -0.01], [-0.82, -0.51, -0.31], [1.46, 0.16, 0.24], [-0.99, -1.39, 1.30], [-0.03, 1.62, -0.24], [-1.77, -0.02, -0.58], [-0.30, -1.30, -0.84], [2.14, 0.90, 0.43]],
  "orbital_gap_ev": 10.94,
  "lumo_ev": 0.845,
  "total_charge": 0,
  "relative_energy_kcal_mol": 18.3,
  "smiles": "[H]/N=C/CCl"
}



{
  "formula": "C2H4ClN",
  "method": "ωB97M-V/def2-TZVPD",
  "symbols": ["C", "C", "N", "Cl", "H", "H", "H", "H"],
  "positions_angstrom": [[-1.28, -0.09, -0.23], [1.10, -0.25, 0.01], [-0.23, -0.65, -0.21], [-1.53, 1.93, 1.04], [-2.18, -0.43, -0.73], [1.62, -0.90, 0.65], [0.99, 0.71, 0.43], [1.50, -0.34, -0.96]],
  "orbital_gap_ev": 9.40,
  "lumo_ev": -0.405,
  "total_charge": 0,
  "relative_energy_kcal_mol": 42.6
}



{
  "formula": "C2H4ClN",
  "method": "ωB97M-V/def2-TZVPD",
  "symbols": ["C", "C", "N", "Cl", "H", "H", "H", "H"],
  "positions_angstrom": [[-0.72, -0.18, 0.69], [1.44, 0.19, -0.36], [-1.40, -0.84, -0.07], [0.81, 1.36, -1.55], [-0.67, 0.43, 1.54], [1.70, 0.72, 0.51], [1.32, -0.76, -0.77], [-2.48, -0.91, 0.00]],
  "orbital_gap_ev": [8.46, 8.08],
  "lumo_ev": [0.542, 0.431],
  "total_charge": 0,
  "relative_energy_kcal_mol": 100.0
}



{
  "formula": "C2H4ClN",
  "method": "ωB97M-V/def2-TZVPD",
  "symbols": ["C", "C", "N", "Cl", "H", "H", "H", "H"],
  "positions_angstrom": [[-0.36, 0.41, -0.23], [1.32, -1.40, 0.02], [0.44, -0.54, -0.30], [-2.05, 0.12, -0.09], [-1.05, 2.53, 0.26], [1.78, -1.55, 1.06], [-1.86, 2.38, 0.07], [1.77, -1.95, -0.78]],
  "orbital_gap_ev": [8.92, 8.92],
  "lumo_ev": [0.196, 0.196],
  "total_charge": 0,
  "relative_energy_kcal_mol": 89.6
}



{
  "formula": "C2H4ClN2O",
  "method": "ωB97M-V/def2-TZVPD",
  "symbols": ["C", "C", "N", "N", "O", "Cl", "H", "H", "H", "H"],
  "positions_angstrom": [[-0.01, 1.46, 0.61], [0.29, -0.62, -0.70], [-0.31, -1.28, 1.34], [0.21, 0.94, -0.53], [-0.64, -1.24, 0.09], [-0.21, 3.04, 0.89], [0.23, -0.86, -1.80], [1.26, -1.03, -0.43], [-0.99, -1.85, 2.00], [0.17, 1.45, -1.46]],
  "orbital_gap_ev": [6.53, 9.81],
  "lumo_ev": [-7.344, -5.179],
  "total_charge": 1,
  "relative_energy_kcal_mol": 82.7
}